[1]
8
Properties=species:S:1:pos:R:3 method="wB97M-V/def2-TZVPD" homo_ha="-0.4172 / -0.4165" orbital_gap_ev="11.79 / 7.59" max_force_ha_per_bohr=0.010 multiplicity=2 e_lumo_ev="0.44 / -3.74" de_lowest_ev=0.0000
O -0.24292 -0.55674 -0.01896
H -0.63849 -1.41398 0.23327
O -2.32498 1.01991 -0.34637
H -2.25519 1.53885 0.45669
H -1.47635 0.54959 -0.36267
O 2.54915 -0.56423 0.24279
H 2.64622 0.22590 0.78036
H 1.59262 -0.60788 0.14222

***

[2]
122
Properties=species:S:1:pos:R:3 method="wB97M-V/def2-TZVPD" charge=-2 homo_ha=-0.0415 orbital_gap_ev=4.49 max_force_ha_per_bohr=0.233 e_lumo_ev=3.36 de_lowest_ev=5.9229
Ba 0.97558 -0.85775 0.61135
C -2.74430 3.04844 -2.09150
Sb -1.87347 1.34486 -1.11951
C -2.56840 2.04270 0.72024
C -3.01128 1.32651 1.87378
C -3.42910 -0.02996 1.89066
C -3.90582 -0.61177 3.03648
C -3.98508 0.12815 4.21617
C -3.56721 1.44774 4.12698
N -3.11153 2.03591 3.03403
Si -1.75761 3.66488 1.22010
C -0.70121 4.47375 -0.13214
C -0.47592 3.47707 2.56211
C -2.99858 4.97778 1.69556
C -3.12591 -0.15183 -2.55358
C -2.67844 -1.47236 -1.99395
C -2.54027 -2.63639 -2.78099
C -2.29534 -3.85570 -2.19468
C -2.16514 -3.92997 -0.81535
C -2.21985 -2.73625 -0.11813
N -2.44760 -1.55489 -0.68803
Si -4.98684 0.06070 -2.15965
C -5.90871 1.02575 -3.49483
C -5.52203 0.87254 -0.58266
C -5.76640 -1.64899 -2.13923
Si -2.72777 -0.02631 -4.38118
C -2.80393 1.68450 -5.11047
C -3.88295 -1.09318 -5.44890
C -1.01463 -0.61653 -4.85928
H -2.11688 3.50585 -2.84663
H -2.96163 3.76206 -1.30804
H -3.67175 2.72464 -2.54767
H -3.38487 -0.58229 0.96530
H -4.22101 -1.65229 3.01387
H -4.34248 -0.28987 5.14754
H -3.60809 2.08325 5.00923
H 0.17122 3.86763 -0.37534
H -0.30540 5.39251 0.30998
H -1.19445 4.74316 -1.05590
H 0.26469 2.73318 2.24796
H -0.89522 3.15755 3.51391
H 0.05487 4.42374 2.69692
H -3.57475 5.27940 0.81786
H -2.48969 5.86186 2.08693
H -3.68449 4.59806 2.45243
H -2.67331 -2.58199 -3.84833
H -2.21948 -4.74584 -2.80738
H -2.00685 -4.87051 -0.29829
H -2.06997 -2.71088 0.95475
H -5.75191 2.09908 -3.39557
H -6.97384 0.83394 -3.33602
H -5.67048 0.75422 -4.51576
H -4.82655 1.62307 -0.19873
H -5.65537 0.14174 0.21418
H -6.48194 1.35951 -0.77530
H -5.63385 -2.18189 -3.07884
H -6.83728 -1.55662 -1.93922
H -5.33048 -2.26901 -1.35560
H -3.77986 2.15244 -5.05300
H -2.52241 1.59598 -6.16410
H -2.09491 2.34620 -4.63017
H -4.81770 -1.35601 -4.96852
H -3.39160 -2.02584 -5.73269
H -4.12469 -0.55442 -6.36960
H -0.25778 0.13369 -4.63155
H -1.02807 -0.78870 -5.93939
H -0.70464 -1.53817 -4.36484
O 4.75054 4.88882 1.00152
C 5.71124 4.06434 1.34334
O 6.77786 4.43435 1.78393
C 5.42962 2.60135 1.15344
C 6.34029 1.58919 1.32811
Cl 8.00573 1.66402 1.71849
N 5.72830 0.41105 1.06701
N 4.43319 0.61103 0.71159
C 4.24901 1.91370 0.76516
C 2.90511 2.48652 0.36627
O 2.89994 3.72561 0.15245
O 1.95239 1.70436 0.23678
C 6.27186 -0.89983 0.93027
C 7.21735 -1.38016 1.82208
C 7.72867 -2.65545 1.64518
C 7.28600 -3.45441 0.59862
C 6.31129 -2.97127 -0.26177
C 5.80436 -1.69051 -0.10313
H 3.91192 4.37454 0.64892
H 7.53027 -0.77988 2.66298
H 8.46254 -3.03045 2.34683
H 7.68580 -4.45068 0.46788
H 5.92627 -3.59274 -1.05808
H 5.03417 -1.30674 -0.75681
C 3.23631 1.31753 4.19161
Ge 2.36436 -0.43418 4.25648
C 3.55466 -1.78702 3.44388
C 2.37166 -0.94449 6.16075
C 0.66068 -0.36322 3.44138
H 4.32323 1.26308 4.28440
H 2.84210 1.94267 4.99383
H 3.00188 1.81444 3.24962
H 4.49404 -1.86294 3.99714
H 3.79735 -1.55787 2.40596
H 3.06419 -2.76185 3.45076
H 3.37282 -0.93897 6.59960
H 1.96174 -1.95071 6.26452
H 1.73661 -0.25812 6.72037
H 0.21182 0.59885 3.70449
H 0.04649 -1.17426 3.85714
F 2.33638 -1.45303 -4.36610
C 2.21724 -2.33196 -3.36357
F 1.41836 -3.33184 -3.75530
F 3.42098 -2.80932 -3.06030
S 1.41331 -1.40999 -1.93776
O 2.49467 -0.78780 -1.18336
O 0.47052 -0.57184 -2.59010
N 0.62889 -2.54277 -1.04478
S 1.57761 -3.37972 -0.04783
O 2.97393 -3.31711 -0.38867
O 1.19903 -3.15540 1.33719
C 1.18586 -5.15749 -0.31220
F 1.49670 -5.52605 -1.56074
F -0.11217 -5.38071 -0.07201
F 1.93768 -5.86251 0.53480

***

[3]
70
Properties=species:S:1:pos:R:3 method="wB97M-V/def2-TZVPD" homo_ha=-0.2362 orbital_gap_ev=6.46 max_force_ha_per_bohr=0.336 e_lumo_ev=0.03 de_lowest_ev=30.9651
C -0.54513 4.76655 3.74446
H 0.44051 5.10144 3.88526
H -0.97733 5.42592 3.04188
H -1.07427 4.63049 4.55544
C -0.38672 3.67280 2.73842
N 0.50090 3.74906 1.85043
S 1.30154 2.41391 1.54211
O 1.95767 1.74363 2.55108
O 2.55691 2.78852 0.43372
C 0.29944 1.22667 0.49717
C -0.41911 0.34565 1.31368
C -1.28108 -0.30344 0.49832
C -1.50264 -0.27437 -1.07056
C -0.35310 0.22205 -1.52400
C 0.50000 1.20146 -0.92833
H 1.13310 1.75191 -1.20313
N -0.25539 0.24443 -2.97097
C 0.44937 -0.84386 -3.48389
O 1.01913 -0.88251 -4.75910
C 0.53224 -2.23262 -2.67054
C 1.20781 -2.04595 -1.44908
C 0.58522 -2.85939 -0.16235
C 1.15013 -2.88160 0.97598
C 2.21500 -2.07863 1.35063
C 3.11560 -1.36019 -0.01835
C 2.26831 -1.43595 -1.20177
H 2.59747 -0.70858 -2.02307
O 4.13609 -0.78348 0.38855
C 4.43883 0.33434 -0.40980
H 4.67786 -0.18739 -1.46768
H 3.88103 1.03616 -0.68874
H 5.46277 0.77363 -0.15700
O 2.69761 -2.18507 2.45915
C 3.43124 -1.01276 2.97416
H 3.49406 -1.28348 4.08238
H 4.62245 -1.30580 2.66999
H 3.15915 -0.09577 2.72380
O 0.44117 -3.54555 2.18673
C -0.52565 -4.27552 1.82381
H -0.28731 -5.08641 1.24190
H -1.59911 -3.72351 1.51478
H -0.79963 -4.71430 3.04533
H -0.33036 -3.33594 -0.51485
H -0.56294 -2.45819 -2.71753
H 1.26513 -2.82476 -3.37765
H -0.04195 0.98991 -3.55452
N -2.47749 -1.16935 -1.64086
C -3.53152 -1.95396 -0.97834
C -4.20206 -2.49900 -2.03569
H -4.48368 -3.47035 -1.70085
C -3.53420 -2.21531 -3.31785
H -4.21327 -2.06671 -4.15889
H -2.88075 -3.14182 -3.68472
C -2.93090 -0.94954 -2.94222
H -2.12104 -0.84753 -3.63879
H -3.50465 -0.19287 -2.82930
H -5.24347 -1.81058 -1.99214
H -3.88576 -1.29398 -0.06639
H -2.82085 -2.85512 -0.33093
H -2.39974 -1.12265 1.16832
H -0.62421 0.46800 2.16214
C 0.15972 4.50670 0.75934
C -1.08705 4.27559 -0.02689
H -1.23872 5.03935 -0.65579
H -1.28583 3.30300 -0.29821
H -2.02172 4.50478 0.71317
H 0.15335 5.63298 1.10840
H 1.04202 4.29431 0.09690
H -1.36958 3.30802 2.70141
H -0.09463 2.56252 3.85196

***

[4]
3
Properties=species:S:1:pos:R:3 method="wB97M-V/def2-TZVPD" charge=+3 homo_ha="-1.0280 / -1.0188" orbital_gap_ev="10.07 / 6.91" max_force_ha_per_bohr=0.184 multiplicity=2 e_lumo_ev="-17.90 / -20.82" de_lowest_ev=2.5775
Cu 1.31948 -0.22446 -1.61939
Zn -0.90962 -0.04169 1.81587
I -0.40986 0.26615 -0.19647

***

[5]
61
Properties=species:S:1:pos:R:3 method="wB97M-V/def2-TZVPD" charge=-1 homo_ha=-0.1261 orbital_gap_ev=5.62 max_force_ha_per_bohr=0.039 e_lumo_ev=2.19 de_lowest_ev=0.0000
O 0.53018 0.26307 -7.23371
C 0.34694 1.59606 -7.84113
C 0.22720 1.04926 -9.26298
H 1.22203 2.24874 -7.66802
H -0.58396 2.07356 -7.47446
C 0.39892 -0.33146 -8.55072
H 1.02377 1.38452 -9.94473
H -0.78100 1.18795 -9.68305
C 1.63614 -1.11124 -8.94196
H 2.54297 -0.49511 -8.87525
H 1.55202 -1.46087 -9.98052
H 1.69517 -1.99236 -8.29105
C -0.84871 -1.18378 -8.66768
H -1.74496 -0.61725 -8.37942
H -0.72533 -2.06914 -8.03291
H -0.96761 -1.50753 -9.71218
Be -0.16644 0.07234 0.95411
C -2.17201 -0.59553 1.09930
C -1.83130 0.77478 1.37382
C -1.63757 1.42877 0.08954
H -1.87667 1.26549 2.34382
C -1.94898 0.48952 -0.93495
C -2.28398 -0.74453 -0.31698
H -2.63530 -1.62622 -0.85298
H -2.43750 -1.33193 1.85616
H -1.45660 2.48515 -0.06591
H -2.02054 0.71393 -1.98830
C 1.06964 -1.39473 1.30554
C 0.36359 -2.26928 0.38947
C 0.80806 -1.98398 -0.92036
H -0.34266 -3.03751 0.70220
C 1.85588 -1.00769 -0.84834
C 2.04352 -0.66878 0.51095
H 2.82673 -0.03566 0.92299
H 1.09069 -1.50941 2.38999
H 0.47716 -2.48058 -1.82946
H 2.45933 -0.66239 -1.68046
O 1.38783 0.41473 -3.68094
C 0.15604 -0.25122 -4.08777
C -0.71789 0.79006 -4.80590
H -0.41183 -0.58698 -3.19466
H 0.39816 -1.14602 -4.68313
C 0.23298 1.99989 -4.90643
H -1.57990 1.05675 -4.16345
H -1.07384 0.46522 -5.78812
C 1.00735 1.83880 -3.60097
H -0.25720 2.94492 -5.16708
H 0.95555 1.74023 -5.69269
H 0.29616 2.06597 -2.75874
H 1.91059 2.47523 -3.52906
F 2.79410 4.77127 3.13877
C 2.17004 3.65843 2.62666
C 1.88979 3.62913 1.25905
C 1.21177 2.48939 0.75907
C 0.78568 1.49400 1.61511
C 1.10467 1.53037 2.96165
C 1.83178 2.62635 3.48727
H 2.17187 4.44752 0.60305
H 1.03930 2.41573 -0.31992
H 0.80788 0.71472 3.62957
H 2.10257 2.66393 4.54800

***

[6]
83
Properties=species:S:1:pos:R:3 method="wB97M-V/def2-TZVPD" charge=+2 homo_ha="-0.4627 / -0.4673" orbital_gap_ev="4.75 / 3.67" max_force_ha_per_bohr=0.056 e_lumo_ev="-7.84 / -9.04" de_lowest_ev=2.1890
N 8.99301 0.31709 -5.94345
C 8.26238 -0.79880 -5.86038
C 7.03266 -0.83610 -5.20242
C 6.51854 0.34913 -4.61633
C 7.27439 1.53135 -4.76632
C 8.51040 1.45438 -5.44119
C 5.28056 0.29239 -3.85340
Cd -0.68224 0.34909 -0.23643
P -4.48298 2.74776 -0.88890
C 4.53836 1.34008 -3.40028
C 3.26461 1.12107 -2.77318
C 2.26798 2.11692 -2.78196
C 0.96493 1.80664 -2.36424
C 0.76969 0.55792 -1.80357
C 1.71290 -0.43936 -1.76701
C 2.99197 -0.14992 -2.23183
Br -2.35578 -1.04088 -1.85132
H 4.92637 -0.72873 -3.68329
H 4.84719 2.37551 -3.57211
H 6.50448 -1.78405 -5.12300
H 6.93160 2.46676 -4.32765
H 8.68369 -1.70078 -6.30687
H 9.11715 2.35547 -5.55296
H 2.50923 3.10107 -3.19290
H 3.76073 -0.91740 -2.19295
H 0.16440 2.54122 -2.44007
H 1.52001 -1.41809 -1.35023
P 0.66038 1.94306 1.36491
C -3.91008 1.61862 -2.20888
C -4.84129 1.43403 -3.40505
H -3.77452 0.63236 -1.69960
H -2.91725 1.95742 -2.53834
H -4.57718 0.51046 -3.94056
H -5.89555 1.35922 -3.11449
H -4.72951 2.26387 -4.11029
C -3.21878 4.08264 -1.01195
C -3.84761 5.45080 -0.75125
H -2.80382 4.04255 -2.03159
H -2.40001 3.88193 -0.30663
H -3.19186 6.25376 -1.10826
H -4.80944 5.54926 -1.26527
H -4.02023 5.60767 0.31832
C -4.08071 1.94140 0.72888
C -5.30581 1.29009 1.38675
H -3.70876 2.74689 1.37878
H -3.26802 1.21702 0.57260
H -5.09307 1.00121 2.42354
H -6.15296 1.98700 1.40917
H -5.62574 0.38648 0.85158
C 0.11830 1.73691 3.11439
C 1.17542 1.78648 4.21215
H -0.43902 0.78641 3.15826
H -0.63112 2.52183 3.29512
H 1.81607 0.89614 4.21951
H 1.81180 2.67772 4.13862
H 0.66729 1.83027 5.18461
C 0.29293 3.71204 1.03053
C 1.30247 4.47878 0.17953
H 0.16885 4.21385 2.00474
H -0.69582 3.71659 0.54221
H 2.30853 4.47262 0.61949
H 1.36579 4.08360 -0.84643
H 0.98628 5.53088 0.11744
C 2.49285 1.83852 1.26088
C 3.15629 0.52523 1.68201
H 2.89520 2.68501 1.83983
H 2.72971 2.03221 0.20060
H 4.15509 0.46960 1.21971
H 3.31812 0.46900 2.76627
H 2.58881 -0.36538 1.37317
N 0.87808 -1.79159 2.18130
C 0.50314 -2.71415 1.23848
C 0.77755 -4.09103 1.43208
C 0.43957 -4.99580 0.43180
C -0.10578 -4.49940 -0.75609
C -0.27797 -3.13280 -0.87984
N -0.06510 -2.23960 0.11384
H 0.36406 -0.91772 2.27029
H 1.30459 -2.13997 3.02757
H 1.25517 -4.40283 2.36058
H 0.60657 -6.06293 0.55387
H -0.39109 -5.12950 -1.59442
H -0.68303 -2.73285 -1.81251